(1)
{"formula": "C18H48N3O7", "method": "the ωB97M-V functional and the def2-TZVPD basis", "spin_multiplicity": 1, "charge": 1, "relative_energy_kcal_mol": 0.0, "symbols": ["O", "H", "H", "H", "C", "O", "C", "C", "N", "C", "C", "O", "C", "H", "H", "H", "H", "H", "H", "H", "H", "H", "H", "H", "H", "H", "H", "H", "C", "O", "C", "C", "N", "C", "C", "O", "C", "H", "H", "H", "H", "H", "H", "H", "H", "H", "H", "H", "H", "H", "H", "H", "C", "O", "C", "C", "N", "C", "C", "O", "C", "H", "H", "H", "H", "H", "H", "H", "H", "H", "H", "H", "H", "H", "H", "H"], "coordinates": [[-34.123220, -5.687141, 3.512841], [-34.595968, -4.780833, 3.745527], [-34.042570, -6.313051, 4.204643], [-33.315813, -5.679384, 3.015451], [-34.485359, -4.881410, 7.241184], [-34.481134, -5.936414, 6.473895], [-35.176423, -7.116835, 6.779104], [-35.636419, -7.833288, 5.523140], [-34.431075, -8.170523, 4.754537], [-34.640489, -9.020124, 3.574166], [-33.413711, -9.299292, 2.838801], [-33.499943, -9.550986, 1.539197], [-33.842201, -10.900852, 1.419184], [-35.566089, -4.368382, 7.237641], [-33.960502, -3.907018, 7.043459], [-34.280007, -4.984197, 8.184948], [-35.993456, -6.879357, 7.597035], [-34.617533, -7.947551, 7.319329], [-36.126527, -7.288047, 4.823232], [-36.126070, -8.726982, 5.903409], [-33.817657, -8.737247, 5.326593], [-35.407510, -8.531156, 2.964423], [-35.320623, -9.879904, 3.883900], [-32.769631, -9.848201, 3.482050], [-32.546340, -8.475948, 2.773740], [-33.310996, -11.656244, 2.070051], [-33.649182, -11.187698, 0.408636], [-34.946341, -10.828925, 1.653597], [-32.071271, -2.178211, -2.178659], [-32.274482, -2.391287, -0.952409], [-31.909963, -3.666668, -0.510965], [-32.538173, -3.923721, 0.824827], [-32.018377, -5.098592, 1.561276], [-30.668855, -5.103936, 1.935445], [-30.387030, -6.331964, 2.899985], [-31.301258, -6.154634, 4.025090], [-30.843199, -6.817279, 5.102943], [-32.928633, -2.819611, -2.811995], [-31.103861, -2.305626, -2.478698], [-32.249039, -1.125768, -2.394261], [-30.846964, -3.561022, -0.527900], [-32.155779, -4.462711, -1.207429], [-33.627942, -3.904680, 0.902280], [-32.301406, -2.909049, 1.273045], [-32.191083, -5.809700, 0.872246], [-30.599639, -4.196576, 2.426281], [-30.159309, -5.063213, 1.045317], [-29.267449, -6.154070, 3.161644], [-30.384487, -7.335652, 2.580018], [-30.594450, -7.886132, 4.995226], [-31.705143, -6.815699, 5.843149], [-30.054055, -6.274685, 5.273608], [-32.488494, -2.781298, 4.733395], [-33.702538, -3.154983, 4.501393], [-34.528626, -2.130728, 3.907819], [-35.962847, -2.776232, 4.004927], [-35.968778, -3.795374, 2.968406], [-37.126857, -4.774062, 3.146513], [-37.112998, -5.863431, 2.068404], [-37.937322, -6.860597, 2.542292], [-38.048973, -7.990645, 1.833167], [-32.041622, -3.610467, 5.261683], [-32.294427, -2.001725, 5.419915], [-32.096603, -2.866422, 3.670195], [-34.154394, -1.955919, 2.858185], [-34.560187, -1.060454, 4.321818], [-36.795942, -2.082452, 3.734714], [-36.262322, -2.994010, 5.108376], [-35.981106, -3.457654, 2.057639], [-38.132986, -4.193414, 2.875640], [-37.150412, -5.274547, 4.079554], [-36.185960, -6.260443, 1.831247], [-37.417606, -5.336827, 1.093699], [-38.679251, -7.885069, 1.015037], [-38.173177, -8.901206, 2.500109], [-37.073723, -8.233959, 1.395451]], "forces_ev_per_a": [[-2.5, 1.7, -0.4], [0.8, -0.9, -1.1], [0.1, -2.1, 2.3], [2.1, 0.9, -1.4], [-4.5, 6.4, -1.4], [1.7, -3.1, -3.6], [-1.5, -0.2, 2.6], [2.5, -1.4, 1.7], [1.2, -0.5, 0.0], [-4.2, 0.8, 1.1], [4.3, 4.4, 1.7], [0.9, -1.8, -1.7], [-2.1, -0.9, -0.1], [1.4, -1.1, 0.3], [0.6, -1.6, -1.3], [1.2, -1.5, 5.6], [0.9, -0.3, -2.0], [0.4, 1.3, -0.4], [-2.6, 1.8, -1.5], [-0.7, -0.1, -0.4], [0.3, 0.3, 0.5], [0.4, 0.6, -0.5], [1.5, 0.0, -0.2], [0.5, -2.3, 0.1], [-2.5, 0.1, 0.9], [-0.4, 1.2, -0.3], [-0.3, -0.3, -0.7], [0.9, -1.4, -0.4], [-4.0, 0.9, -6.8], [-2.1, -0.9, 7.2], [-0.3, -0.3, -0.8], [1.0, 2.3, 1.8], [-4.0, 0.2, -1.0], [-0.9, -2.7, 1.3], [1.6, 3.9, 0.8], [-0.6, 0.3, -4.7], [-4.5, -3.5, 1.7], [2.5, 1.4, 0.7], [2.8, -1.2, -1.3], [-0.4, 0.1, -0.1], [1.2, -0.9, 0.8], [-0.3, -0.1, -0.7], [0.0, -0.5, -0.8], [0.0, -1.3, 0.7], [0.0, -1.0, 0.0], [1.2, 1.7, 1.6], [2.5, -0.3, -1.7], [-1.7, -0.3, 0.4], [-0.6, -1.1, -1.1], [0.0, 0.1, -0.5], [1.4, 0.4, -0.3], [4.8, 2.2, 2.9], [5.1, -1.9, -1.5], [-7.2, 0.7, 0.2], [-1.4, 0.4, 0.0], [-0.4, 2.6, -0.5], [-1.1, -4.1, 4.0], [-1.0, 2.3, -3.3], [-1.3, 2.2, -1.0], [-0.9, 1.9, 2.2], [2.5, -3.2, 0.2], [0.6, -0.6, 0.1], [0.0, 1.9, 0.0], [1.4, 1.5, 1.3], [-0.6, -0.4, 0.6], [0.6, -1.7, 0.4], [0.8, 0.3, 0.3], [1.0, -0.7, -2.0], [0.0, 1.1, -1.6], [1.8, -1.1, 1.4], [0.1, 0.1, 1.2], [2.4, -0.8, -0.1], [-0.2, -1.0, 0.9], [-1.8, -0.3, -1.3], [-0.8, 1.3, -0.7], [0.3, 0.0, -0.4]]}



(2)
{"formula": "C18H48N7O9", "method": "the ωB97M-V functional and the def2-TZVPD basis", "spin_multiplicity": 1, "charge": 5, "relative_energy_kcal_mol": 81.7, "symbols": ["C", "C", "O", "N", "H", "H", "C", "H", "H", "H", "H", "H", "H", "C", "C", "O", "N", "H", "H", "C", "H", "H", "H", "H", "H", "H", "C", "C", "O", "N", "H", "H", "C", "H", "H", "H", "H", "H", "H", "C", "C", "O", "N", "H", "H", "C", "H", "H", "H", "H", "H", "H", "C", "C", "O", "N", "H", "H", "C", "H", "H", "H", "H", "H", "H", "C", "C", "O", "N", "H", "H", "C", "H", "H", "H", "H", "H", "H", "N", "O", "O", "O"], "coordinates": [[3.386443, -1.262320, 2.401583], [4.377833, -2.166678, 3.042491], [4.419103, -2.439601, 4.181565], [5.498450, -2.785576, 2.178356], [5.212293, -3.684106, 1.781193], [5.713109, -2.133084, 1.422085], [6.812269, -2.930102, 2.898769], [2.469242, -1.354889, 2.982481], [3.110773, -1.546447, 1.382748], [3.592115, -0.191036, 2.405170], [7.560705, -3.426192, 2.275782], [6.722475, -3.656150, 3.705237], [7.206511, -1.967092, 3.204130], [-3.164703, -1.599030, -1.291468], [-3.776791, -2.955416, -0.946611], [-3.198045, -3.923988, -0.628010], [-5.242749, -3.129903, -1.349136], [-5.682340, -2.236743, -1.577173], [-5.218535, -3.653255, -2.233851], [-6.014376, -3.913335, -0.288459], [-2.102981, -1.779924, -1.457004], [-3.246940, -0.879925, -0.478982], [-3.550739, -1.181293, -2.221845], [-6.914961, -4.282007, -0.779255], [-6.296696, -3.206148, 0.482443], [-5.436240, -4.789621, -0.018957], [-1.187505, 1.148917, -3.651655], [-0.120728, 2.166725, -3.475354], [0.382530, 2.483607, -2.447957], [0.477869, 2.740975, -4.729893], [1.361229, 3.175849, -4.439206], [0.736591, 1.966878, -5.349899], [-0.366320, 3.826775, -5.383130], [-1.042034, 0.497954, -4.521425], [-2.141430, 1.612479, -3.921303], [-1.220309, 0.514681, -2.769664], [-1.332480, 3.416804, -5.663124], [0.159921, 4.219039, -6.249495], [-0.514110, 4.636080, -4.671709], [3.758896, -1.504205, -4.772937], [3.222434, -0.377977, -3.936779], [2.985718, 0.700117, -4.348450], [3.085072, -0.649409, -2.450484], [2.100459, -0.893088, -2.185897], [3.562674, -1.477837, -2.091510], [3.606043, 0.522837, -1.605352], [4.585423, -1.094136, -5.354770], [2.970410, -1.880966, -5.424985], [4.152106, -2.329513, -4.181051], [3.642615, 0.079658, -0.612696], [2.865095, 1.309430, -1.634117], [4.619537, 0.724196, -1.935527], [-3.394511, 2.461556, 0.431304], [-2.568191, 3.549927, -0.183524], [-2.421948, 3.688042, -1.345045], [-1.735578, 4.433806, 0.719060], [-1.642813, 5.414938, 0.425238], [-2.199299, 4.562076, 1.625980], [-0.347013, 3.823154, 0.956109], [-3.593004, 1.890340, -0.473695], [-4.299684, 2.870551, 0.882317], [-2.875196, 1.788294, 1.111776], [0.384593, 4.600620, 1.152067], [-0.040696, 3.441111, -0.020455], [-0.508408, 2.966598, 1.597508], [-0.581927, 0.380861, 4.024897], [-1.031226, -0.593992, 5.092085], [-0.614777, -1.676032, 5.235533], [-2.036597, -0.043289, 6.095286], [-1.489033, 0.340729, 6.876583], [-2.540156, 0.716751, 5.640134], [-2.975197, -1.096585, 6.642317], [-1.430993, 0.768388, 3.454798], [0.028608, -0.147720, 3.295522], [0.004163, 1.214441, 4.414489], [-2.500397, -1.795807, 7.318102], [-3.434696, -1.597149, 5.789342], [-3.843214, -0.582405, 7.055113], [0.264551, 0.036909, -0.259917], [0.563988, -0.770296, -1.183923], [-0.887397, 0.490158, -0.195534], [1.161126, 0.402055, 0.561591]], "forces_ev_per_a": [[-1.0, -0.2, -0.7], [0.3, 0.3, 0.7], [0.0, -0.2, 0.4], [0.8, 0.8, -0.4], [-0.1, 0.0, 0.0], [-0.3, -0.3, -0.3], [0.8, -1.3, 0.5], [0.1, -0.1, 0.1], [0.2, 0.0, 0.0], [0.7, -0.1, 0.1], [-0.3, 0.3, -0.6], [-0.4, 0.5, 0.4], [-0.3, 0.1, 0.2], [0.2, -0.6, 0.1], [0.7, 1.0, -1.5], [0.0, -0.3, 0.6], [0.0, -0.3, 0.3], [-0.1, 0.0, 0.2], [-0.1, -0.2, 0.2], [-0.7, 0.0, -1.2], [0.0, 0.0, 0.2], [-0.2, 0.0, 0.0], [-0.4, 0.0, 0.1], [-0.1, 0.1, 0.1], [0.2, -0.3, 0.3], [0.3, 0.3, 0.4], [-0.3, -0.3, -0.9], [0.2, -0.8, 0.4], [0.0, 0.4, -0.1], [0.3, 0.7, 0.0], [0.0, -0.1, 0.0], [-0.2, 0.2, -0.3], [-0.2, -0.1, -0.1], [0.5, 0.1, 0.0], [-0.1, 0.2, 0.5], [-0.2, 0.3, 0.2], [0.1, -0.1, -0.1], [0.0, -0.2, 0.0], [0.1, -0.1, 0.2], [0.1, -0.1, 0.7], [1.0, -1.5, -0.8], [-0.8, 0.9, 0.5], [0.0, 0.3, 0.7], [-0.2, 0.8, 0.2], [0.4, -0.1, -0.9], [-0.6, -1.5, 0.2], [-0.2, 0.0, -0.3], [0.1, 0.1, -0.2], [-0.1, 0.0, 0.0], [-0.1, 0.5, 0.2], [0.3, 0.3, -0.1], [-0.2, 0.5, -0.2], [0.1, 0.2, -0.5], [0.3, -0.5, -0.1], [0.2, 0.5, -0.3], [0.3, 0.8, 1.5], [0.0, -0.3, -0.9], [0.0, -0.3, 0.0], [-0.6, -0.2, -1.8], [-0.6, -0.2, 0.3], [-0.1, -0.1, 0.0], [0.3, 0.4, 0.2], [-0.2, 0.0, 1.0], [-0.1, -0.2, 0.1], [0.6, 0.2, 0.4], [-0.4, -0.1, -0.3], [0.9, 1.0, -0.7], [-0.1, -0.9, 0.3], [0.2, -0.5, 0.3], [-0.1, 0.2, -0.1], [-0.2, 0.1, 0.3], [-1.4, 0.3, -0.8], [-0.1, 0.1, 0.2], [0.1, -0.1, 0.2], [-0.1, 0.0, 0.3], [0.2, 0.2, 0.0], [0.5, -0.3, -0.1], [0.4, 0.1, 0.7], [1.2, 0.7, 0.5], [-0.1, 0.1, -0.1], [0.1, -0.1, 0.2], [-1.2, -0.5, -0.9]]}